55
Properties=species:S:1:pos:R:3:mulliken_charge:R:1 method="wB97M-V/def2-TZVPD" max_force_ev_per_a=0.5 total_energy_ev=-46371.07518
Au 0.10 -0.73 0.29 0.5326
O -2.44 -2.90 -1.73 -0.7193
C -2.34 -2.47 -0.58 0.1801
O -1.41 -2.65 0.26 -0.8035
C -3.50 -1.59 -0.10 0.1723
C -4.78 -2.15 -0.13 -0.5340
C -5.88 -1.42 0.27 -0.5445
C -5.74 -0.10 0.68 -0.8386
C -4.48 0.47 0.70 -0.2733
C -3.35 -0.27 0.33 0.6609
P -1.75 0.59 0.24 0.8324
C -1.91 1.59 -1.27 0.5873
C -1.33 1.11 -2.44 -0.4860
C -1.52 1.79 -3.64 -0.6950
C -2.26 2.96 -3.67 -0.4267
C -2.83 3.45 -2.50 -0.7797
C -2.66 2.76 -1.31 0.0682
C -1.75 1.76 1.63 0.3409
C -1.11 3.00 1.51 -0.4759
C -1.01 3.85 2.60 -0.7040
C -1.53 3.46 3.83 -0.4260
C -2.15 2.23 3.96 -0.7182
C -2.26 1.38 2.87 -0.3952
H -4.88 -3.16 -0.50 0.4626
H -6.86 -1.88 0.25 0.3849
H -6.60 0.48 0.98 0.4140
H -4.37 1.51 1.00 0.2663
H -0.76 0.19 -2.42 0.1743
H -1.08 1.40 -4.55 0.3996
H -2.40 3.50 -4.60 0.3797
H -3.42 4.36 -2.52 0.3950
H -3.12 3.14 -0.40 0.3138
H -0.70 3.30 0.55 0.4655
H -0.53 4.81 2.50 0.4016
H -1.45 4.12 4.69 0.3891
H -2.55 1.92 4.92 0.4000
H -2.74 0.41 2.98 0.4643
N 2.00 -1.52 0.27 -0.5601
C 3.14 -1.62 0.24 0.5674
N 4.44 -1.78 0.23 0.0144
C 5.33 -0.83 -0.46 -0.7506
C 6.23 -1.58 -1.44 -0.5338
C 6.96 -2.72 -0.74 -0.6092
C 5.97 -3.68 -0.08 -0.5403
C 5.08 -2.93 0.90 -0.7786
H 5.94 -0.32 0.29 0.2697
H 4.72 -0.09 -0.96 0.4450
H 6.94 -0.87 -1.88 0.3260
H 5.61 -1.98 -2.25 0.3048
H 7.63 -2.31 0.03 0.3035
H 7.59 -3.26 -1.45 0.3069
H 6.48 -4.48 0.44 0.3283
H 5.33 -4.13 -0.85 0.3086
H 5.68 -2.55 1.73 0.2763
H 4.30 -3.56 1.31 0.4561

=====

58
Properties=species:S:1:pos:R:3:nbo_charge:R:1 method="wB97M-V/def2-TZVPD" max_force_ev_per_a=4.4 total_energy_ev=-52035.87300 spin_multiplicity=3
Pt -0.28 -0.87 0.25 0.3422
C -4.25 -1.02 -1.62 -0.2415
O -3.14 -0.23 -1.15 -0.5050
C -3.44 0.94 -0.44 0.3129
C -4.48 1.80 -0.63 -0.2902
C -4.71 2.86 0.21 -0.2013
C -3.86 3.20 1.28 -0.2360
C -2.77 2.36 1.49 -0.1954
C -2.49 1.39 0.53 0.0877
N -1.17 1.00 0.33 -0.2796
N -0.37 1.98 0.59 -0.2738
C 0.87 2.21 0.10 0.2163
C 1.53 1.19 -0.73 0.3266
O 1.00 0.07 -1.07 -0.7451
C 2.88 1.39 -1.02 -0.2607
C 3.47 2.58 -0.73 -0.1815
C 2.77 3.74 -0.24 -0.0307
C 3.38 5.02 -0.02 -0.1925
C 2.64 6.04 0.54 -0.2090
C 1.27 5.90 0.80 -0.2115
C 0.73 4.58 0.79 -0.1564
C 1.45 3.52 0.32 -0.1232
H -4.86 -1.37 -0.73 0.1910
H -3.71 -1.89 -2.04 0.1911
H -4.80 -0.59 -2.37 0.1757
H -5.18 1.63 -1.48 0.2196
H -5.62 3.48 0.08 0.2146
H -3.94 4.18 1.75 0.2224
H -2.01 2.47 2.26 0.2371
H 3.40 0.52 -1.48 0.2224
H 4.53 2.74 -0.79 0.2046
H 4.44 5.09 -0.14 0.2097
H 3.14 6.95 0.65 0.2082
H 0.63 6.74 0.90 0.2148
H -0.28 4.38 1.15 0.2279
F -2.88 -1.71 1.64 -0.5329
B -1.55 -1.51 1.77 0.9621
F -1.11 -1.81 2.97 -0.5189
C -0.93 -4.37 0.83 -1.0077
P -0.06 -3.09 -0.03 1.0987
C -0.46 -3.26 -1.85 -0.9169
C 1.67 -3.52 -0.01 -0.3853
C 1.99 -4.73 0.68 -0.2082
C 3.29 -5.18 0.67 -0.2126
C 4.27 -4.34 0.24 -0.1872
C 4.00 -3.27 -0.61 -0.2118
C 2.71 -2.79 -0.69 -0.1886
H -0.58 -4.36 1.88 0.2647
H -0.73 -5.35 0.41 0.2493
H -2.05 -4.22 0.80 0.2763
H -0.09 -4.25 -2.09 0.2216
H 0.03 -2.50 -2.42 0.2540
H -1.54 -3.17 -2.07 0.2374
H 1.22 -5.22 1.28 0.2125
H 3.55 -6.10 1.25 0.2165
H 5.29 -4.48 0.57 0.2152
H 4.83 -2.80 -1.19 0.2231
H 2.36 -1.98 -1.36 0.2469

=====

52
Properties=species:S:1:pos:R:3:nbo_charge:R:1 method="wB97M-V/def2-TZVPD" max_force_ev_per_a=3.2 total_charge=+1 total_energy_ev=-52840.77128 smiles="Clc1ccc(C(c2ccc(Cl)cc2)[N+](=C2CCCCC2)c2ccccc2)cc1"
Cl 6.44 -0.53 1.62 0.0519
C 4.86 -0.24 1.02 -0.0437
C 4.47 1.08 0.72 -0.2166
C 3.18 1.32 0.24 -0.2104
C 2.22 0.29 0.19 -0.0434
C 0.77 0.71 -0.16 -0.0376
C 0.52 0.46 -1.65 -0.0997
C -0.18 1.40 -2.41 -0.2064
C -0.68 1.07 -3.67 -0.2247
C -0.20 -0.09 -4.29 -0.0365
Cl -0.63 -0.42 -5.92 0.0553
C 0.71 -0.93 -3.63 -0.2241
C 0.97 -0.71 -2.27 -0.1327
N -0.25 0.14 0.65 -0.4901
C -1.55 0.29 0.22 0.7740
C -2.09 1.67 0.05 -0.5711
C -3.17 1.78 -1.06 -0.3919
C -4.23 0.69 -0.91 -0.4094
C -3.62 -0.71 -0.92 -0.3868
C -2.53 -0.84 0.16 -0.5505
C 0.01 -0.25 1.99 0.2056
C 1.26 -0.04 2.61 -0.2280
C 1.71 -1.00 3.53 -0.2092
C 0.82 -1.94 4.05 -0.1946
C -0.52 -1.91 3.66 -0.2084
C -0.95 -0.97 2.72 -0.2580
C 2.64 -1.03 0.42 -0.1605
C 3.99 -1.30 0.71 -0.2352
H 5.18 1.89 0.86 0.2454
H 2.89 2.33 -0.06 0.2235
H 0.72 1.79 -0.02 0.2098
H -0.31 2.42 -2.02 0.2215
H -1.40 1.70 -4.20 0.2418
H 1.18 -1.75 -4.17 0.2450
H 1.59 -1.42 -1.74 0.2267
H -2.56 1.96 1.02 0.2975
H -1.31 2.42 -0.14 0.2505
H -3.65 2.78 -0.98 0.2358
H -2.69 1.73 -2.04 0.2207
H -4.73 0.84 0.05 0.2016
H -4.99 0.80 -1.69 0.2420
H -4.41 -1.44 -0.69 0.2402
H -3.21 -0.99 -1.91 0.2229
H -2.03 -1.81 0.13 0.2645
H -3.09 -0.80 1.11 0.2754
H 1.86 0.85 2.39 0.2424
H 2.77 -1.03 3.83 0.2407
H 1.16 -2.67 4.78 0.2319
H -1.25 -2.61 4.08 0.2341
H -2.01 -0.79 2.58 0.2088
H 1.94 -1.87 0.40 0.2180
H 4.37 -2.32 0.77 0.2420

=====

59
Properties=species:S:1:pos:R:3:nbo_charge:R:1 method="wB97M-V/def2-TZVPD" max_force_ev_per_a=3.0 total_charge=-1 total_energy_ev=-62050.47396
Rh 0.02 0.09 -0.03 0.8547
C -1.70 -0.22 2.56 -0.2676
N -1.54 0.39 1.24 -0.3815
C -2.35 1.28 0.89 0.1445
C -2.10 1.97 -0.31 -0.0316
C -2.77 3.01 -0.95 -0.2557
C -2.02 3.30 -2.09 -0.3420
C -0.93 2.41 -2.08 -0.0408
N -0.99 1.61 -1.03 -0.3985
C -2.94 -1.08 2.68 -0.0369
C -3.20 -2.07 1.73 -0.1512
C -4.33 -2.86 1.83 -0.2238
C -5.22 -2.68 2.88 -0.2276
C -4.97 -1.70 3.83 -0.2200
C -3.84 -0.90 3.73 -0.2158
H -1.73 0.55 3.33 0.1941
H -0.82 -0.84 2.74 0.2664
H -3.18 1.53 1.54 0.1854
H -3.67 3.50 -0.60 0.2072
H -2.21 4.05 -2.84 0.2073
H -0.11 2.34 -2.80 0.1943
H -2.50 -2.21 0.91 0.2343
H -4.52 -3.62 1.08 0.2101
H -6.10 -3.31 2.97 0.2036
H -5.66 -1.56 4.66 0.2036
H -3.65 -0.14 4.47 0.2038
C -1.94 -1.18 -2.21 -0.7504
C -1.00 -1.39 -1.03 0.3757
O -0.70 -2.54 -0.71 -0.6478
H -2.76 -1.90 -2.15 0.2154
H -1.38 -1.38 -3.13 0.2212
H -2.33 -0.17 -2.24 0.2218
C 3.02 3.39 2.16 -0.2490
C 1.87 2.95 2.80 -0.2317
C 0.98 2.10 2.15 -0.2725
C 1.20 1.64 0.84 -0.1736
C 2.36 2.12 0.21 -0.2941
C 3.26 2.97 0.86 -0.2294
H 3.71 4.05 2.67 0.1909
H 1.65 3.28 3.82 0.1897
H 0.09 1.79 2.69 0.1775
H 2.57 1.86 -0.82 0.1845
H 4.15 3.30 0.34 0.1900
I 2.96 -0.23 -5.68 0.1472
C 2.52 -0.33 -3.66 -0.2948
C 3.35 -0.78 -2.65 -0.0591
N 2.65 -0.69 -1.52 -0.3077
N 1.43 -0.23 -1.73 -0.2383
C 1.32 0.01 -3.03 -0.0691
H 4.36 -1.14 -2.68 0.2292
H 2.96 -1.00 -0.52 0.4873
H 0.42 0.41 -3.46 0.2323
Cl 2.32 -1.85 4.45 -0.0842
C 2.18 -2.77 2.91 -0.4468
C 2.17 -1.82 1.72 0.7867
O 3.24 -1.76 1.07 -0.7362
O 1.07 -1.23 1.53 -0.7155
H 1.26 -3.33 2.95 0.2183
H 3.04 -3.43 2.85 0.2160

=====

Please write out number 4 again, unchanged.
59
Properties=species:S:1:pos:R:3:nbo_charge:R:1 method="wB97M-V/def2-TZVPD" max_force_ev_per_a=3.0 total_charge=-1 total_energy_ev=-62050.47396
Rh 0.02 0.09 -0.03 0.8547
C -1.70 -0.22 2.56 -0.2676
N -1.54 0.39 1.24 -0.3815
C -2.35 1.28 0.89 0.1445
C -2.10 1.97 -0.31 -0.0316
C -2.77 3.01 -0.95 -0.2557
C -2.02 3.30 -2.09 -0.3420
C -0.93 2.41 -2.08 -0.0408
N -0.99 1.61 -1.03 -0.3985
C -2.94 -1.08 2.68 -0.0369
C -3.20 -2.07 1.73 -0.1512
C -4.33 -2.86 1.83 -0.2238
C -5.22 -2.68 2.88 -0.2276
C -4.97 -1.70 3.83 -0.2200
C -3.84 -0.90 3.73 -0.2158
H -1.73 0.55 3.33 0.1941
H -0.82 -0.84 2.74 0.2664
H -3.18 1.53 1.54 0.1854
H -3.67 3.50 -0.60 0.2072
H -2.21 4.05 -2.84 0.2073
H -0.11 2.34 -2.80 0.1943
H -2.50 -2.21 0.91 0.2343
H -4.52 -3.62 1.08 0.2101
H -6.10 -3.31 2.97 0.2036
H -5.66 -1.56 4.66 0.2036
H -3.65 -0.14 4.47 0.2038
C -1.94 -1.18 -2.21 -0.7504
C -1.00 -1.39 -1.03 0.3757
O -0.70 -2.54 -0.71 -0.6478
H -2.76 -1.90 -2.15 0.2154
H -1.38 -1.38 -3.13 0.2212
H -2.33 -0.17 -2.24 0.2218
C 3.02 3.39 2.16 -0.2490
C 1.87 2.95 2.80 -0.2317
C 0.98 2.10 2.15 -0.2725
C 1.20 1.64 0.84 -0.1736
C 2.36 2.12 0.21 -0.2941
C 3.26 2.97 0.86 -0.2294
H 3.71 4.05 2.67 0.1909
H 1.65 3.28 3.82 0.1897
H 0.09 1.79 2.69 0.1775
H 2.57 1.86 -0.82 0.1845
H 4.15 3.30 0.34 0.1900
I 2.96 -0.23 -5.68 0.1472
C 2.52 -0.33 -3.66 -0.2948
C 3.35 -0.78 -2.65 -0.0591
N 2.65 -0.69 -1.52 -0.3077
N 1.43 -0.23 -1.73 -0.2383
C 1.32 0.01 -3.03 -0.0691
H 4.36 -1.14 -2.68 0.2292
H 2.96 -1.00 -0.52 0.4873
H 0.42 0.41 -3.46 0.2323
Cl 2.32 -1.85 4.45 -0.0842
C 2.18 -2.77 2.91 -0.4468
C 2.17 -1.82 1.72 0.7867
O 3.24 -1.76 1.07 -0.7362
O 1.07 -1.23 1.53 -0.7155
H 1.26 -3.33 2.95 0.2183
H 3.04 -3.43 2.85 0.2160